1.
{
  "formula": "C3H9N4",
  "method": "ωB97M-V/def2-TZVPD",
  "species": ["N", "N", "N", "N", "C", "C", "C", "H", "H", "H", "H", "H", "H", "H", "H", "H"],
  "xyz": [[-1.3979, -0.4791, 1.9179], [1.4698, -0.5970, -0.7660], [-1.1462, -0.2686, -1.9531], [-0.7351, -0.5053, -0.7843], [0.4662, 0.8825, 1.1097], [-0.3588, 0.1740, 2.1606], [0.4324, 0.2677, -0.3658], [-1.8518, -0.5778, 1.1157], [0.0267, 0.1935, 3.2023], [-0.6884, 0.3128, -2.6193], [1.4826, 0.7912, 1.3809], [0.2152, 1.9294, 0.8449], [-1.7852, -1.0281, -2.3002], [1.5296, -0.9091, -1.6861], [1.8027, -1.3910, -0.2972], [0.5382, 1.2049, -0.9599]],
  "lowdin_charge": [0.3325, 0.0903, 0.0530, -0.0191, -0.0406, -0.0665, -0.3869, 0.0251, 0.1657, 0.1187, 0.1076, 0.1447, 0.1624, 0.0724, 0.0853, 0.1553],
  "multiplicity": 3,
  "s2": 2.014,
  "relative_energy_kcal_mol": 58.22,
  "e_homo_ev": [-11.89, -13.26],
  "largest_force_ev_per_a": 6.4,
  "total_charge": 1
}

***

2.
{
  "formula": "C9H20N3O8P",
  "method": "ωB97M-V/def2-TZVPD",
  "species": ["P", "O", "O", "O", "O", "O", "O", "O", "O", "N", "N", "N", "C", "C", "C", "C", "C", "C", "C", "C", "C", "H", "H", "H", "H", "H", "H", "H", "H", "H", "H", "H", "H", "H", "H", "H", "H", "H", "H", "H", "H"],
  "xyz": [[-0.4619, -1.4059, -2.8023], [1.0990, -1.1810, -2.7142], [-1.6060, 2.1989, -5.5891], [-1.1968, 3.4735, -3.7648], [2.3645, -2.0261, 2.4756], [-0.7275, -2.5086, -3.7387], [-0.9687, -1.7478, -1.3367], [-1.3048, -2.3572, 5.3183], [-0.1857, 0.1961, 0.2771], [2.1869, 0.1437, 2.4420], [0.6235, 0.5268, -4.8574], [-0.5684, -1.9984, 3.2685], [-1.2762, 0.0445, -3.4305], [-0.1459, -0.3206, 5.0498], [-0.7019, -1.6337, 4.5437], [0.1102, -1.3421, 2.1354], [1.6161, -1.0696, 2.3606], [-0.3097, 1.1426, -3.8841], [-0.7474, -0.2322, 1.5108], [-1.1041, 2.3338, -4.4851], [1.6350, 1.4981, 2.5317], [1.3142, 1.2131, -5.1748], [0.6828, 0.5785, 0.4594], [-0.3672, -0.2441, 6.1141], [0.7784, 1.5329, 3.2019], [1.3591, 1.8813, 1.5496], [-1.8905, -0.2840, -4.2718], [1.2806, -0.9890, -3.6518], [-1.7441, -0.6317, 1.3141], [-0.6299, 0.5012, 4.5319], [3.1882, 0.0714, 2.5635], [-1.9411, 0.4198, -2.6524], [0.9330, -0.3008, 4.9201], [0.1265, -2.1130, 1.3630], [-0.9584, -2.9100, 3.0791], [2.3978, 2.1617, 2.9449], [-1.7277, 4.0750, -4.3120], [0.0961, 0.1825, -5.6695], [0.2508, 1.5247, -3.0208], [-0.6215, -1.0122, -0.7932], [-0.8571, 0.6076, 2.1941]],
  "lowdin_charge": [0.3629, -0.1258, 0.0922, 0.1154, 0.0723, -0.2818, -0.1149, 0.0496, -0.0730, 0.0362, 0.0475, 0.1261, -0.1731, 0.0181, -0.5410, -0.1701, -0.4551, -0.3259, -0.1771, -0.4635, -0.0562, 0.1031, 0.0804, 0.0920, 0.0617, 0.0759, 0.1137, 0.0530, 0.1404, 0.0687, 0.1481, 0.1088, 0.0822, 0.1569, 0.1594, 0.0992, 0.1304, 0.1096, 0.1427, 0.0072, 0.1036],
  "e_homo_ev": -9.90,
  "largest_force_ev_per_a": 3.6,
  "total_charge": 0,
  "smiles": "N[C@H](CP(=O)(O)O)C(=O)O.CNC(=O)[C@H](CO)NC(C)=O"
}

***

3.
{
  "formula": "CHNO3S3",
  "method": "ωB97M-V/def2-TZVPD",
  "species": ["S", "S", "S", "O", "O", "O", "N", "C", "H"],
  "xyz": [[0.1269, 1.8662, 0.2204], [2.4457, 0.7954, 1.6955], [-1.2884, -0.1480, -0.6799], [0.5215, -0.6222, 0.9032], [-1.6233, 0.2763, -1.9896], [-2.2532, -0.5013, 0.2699], [0.0874, -1.1358, -0.3175], [1.0356, 0.6606, 0.8959], [0.9478, -1.1912, -0.9978]],
  "lowdin_charge": [0.7996, 0.7044, 0.6673, -0.2845, -0.2844, -0.2451, -0.1254, -1.4204, 0.1887],
  "relative_energy_kcal_mol": 72.94,
  "e_homo_ev": [-9.20, -9.20],
  "largest_force_ev_per_a": 3.8,
  "total_charge": 0,
  "smiles": "O=S1(=O)NOC(=S)S1"
}

***

4.
{
  "formula": "C8H18Si",
  "method": "ωB97M-V/def2-TZVPD",
  "species": ["Si", "C", "C", "C", "C", "C", "C", "C", "C", "H", "H", "H", "H", "H", "H", "H", "H", "H", "H", "H", "H", "H", "H", "H", "H", "H", "H"],
  "xyz": [[1.3230, 0.0131, -0.7188], [-0.5495, -1.9032, 0.4352], [0.9039, -1.7777, -0.0867], [1.1987, -2.7637, -1.2706], [-2.1806, 1.4887, 1.9353], [-2.8351, 0.9357, -0.4284], [2.3876, 0.9875, 0.2230], [3.0555, 2.2701, -0.2615], [-1.9583, 1.3107, 0.6523], [-1.2284, 1.6000, 2.5138], [2.0758, -2.3787, -1.7585], [-1.2351, -2.0539, -0.4182], [-3.8712, 0.8584, -0.2147], [-0.7818, -0.9970, 1.0222], [4.1498, 2.2143, -0.1499], [2.9830, 2.5655, -1.3257], [-3.1183, 1.1644, 2.4764], [0.4431, -2.7155, -2.0409], [1.7010, -1.9835, 0.5727], [-0.7665, -2.7038, 1.0469], [0.3862, 0.4104, -1.8080], [2.8246, 3.0770, 0.4449], [2.5891, 0.6088, 1.2181], [1.3470, -3.7297, -0.7768], [-2.5981, -0.0904, -0.8225], [-2.6534, 1.6705, -1.1644], [-0.9461, 1.3463, 0.4099]],
  "lowdin_charge": [0.8008, -0.1178, -0.4985, -0.1406, -0.0153, -0.1074, -0.3633, -0.2271, -0.3187, 0.0681, 0.0385, 0.0765, 0.0663, 0.0542, 0.0573, 0.0647, 0.0802, 0.0632, 0.0676, 0.0380, -0.0289, 0.0583, 0.0252, 0.0805, 0.0862, 0.0657, 0.0261],
  "relative_energy_kcal_mol": 70.15,
  "e_homo_ev": -7.88,
  "largest_force_ev_per_a": 2.6,
  "total_charge": 0,
  "smiles": "C/C=[SiH]/C(C)C.C=CC"
}

***

| no. | total energy (eV) |
| --- | --- |
| 1 | -9204.684 |
| 2 | -39799.756 |
| 3 | -41186.833 |
| 4 | -16461.856 |